Molecular formula: C24H18Br4MnN5O4S4
Method: DFT, ωB97M-V/def2-TZVPD

Summary:
2S+1: 2
<S²>: 1.05
DFT total energy in hartree: -14539.9963
Gap between HOMO and LUMO (alpha / beta) in Eh: 0.188 / 0.190
HOMO (alpha / beta) in eV: -3.8 / -3.9
Net charge: -1
Lowest unoccupied orbital energy (alpha / beta) in eV: 1.2923 / 1.2907
Relative energy (zero: lowest compared OMol25 entry of this formula, charge and spin) in kJ/mol: 80.1

```
60
Properties=species:S:1:pos:R:3:mulliken_spin:R:1
Mn 1.0828 -1.0963 0.9250 1.0612
Br -3.6064 -6.0131 1.8006 0.0002
C -2.3958 -4.5910 2.1371 0.0035
C -2.0740 -4.2139 3.4245 -0.0026
Br -2.8567 -5.0867 4.9171 -0.0001
C -1.1531 -3.1645 3.6348 0.0045
Br -0.6324 -2.6026 5.3700 0.0002
C -0.5521 -2.4889 2.5804 -0.0005
O 0.3370 -1.5431 2.7267 0.0003
C -0.9414 -2.8419 1.2483 0.0116
O -0.4065 -2.1176 0.2855 -0.0005
C -1.8121 -3.8967 1.0525 0.0021
Br -2.1477 -4.3904 -0.7489 0.0001
S 3.1975 5.8290 2.7075 0.0014
N 1.7601 5.2932 2.2171 -0.0004
C 1.8882 3.9947 2.0241 0.0037
C 0.8312 3.0882 1.5705 -0.0085
C -0.4745 3.4831 1.2749 -0.0076
C -1.3683 2.5263 0.8543 -0.0018
C -0.9439 1.2058 0.7266 0.0071
N 0.2988 0.8326 0.9993 -0.0334
C 1.1654 1.7563 1.4235 -0.0212
C 2.5128 1.2571 1.7281 0.0022
N 2.6619 -0.0573 1.5629 0.0065
C 3.8559 -0.5927 1.8221 -0.0152
C 4.9375 0.1755 2.2401 0.0047
C 4.7835 1.5342 2.4034 -0.0256
C 3.5306 2.0896 2.1446 0.0094
C 3.2048 3.5098 2.2961 0.0039
N 4.0374 4.4547 2.6881 0.0018
H -0.7538 4.5245 1.3784 -0.0003
H -2.3904 2.7796 0.6084 0.0002
H -1.5972 0.4214 0.3718 -0.0045
H 3.9215 -1.6638 1.6971 -0.0063
H 5.8839 -0.3105 2.4341 0.0003
H 5.5967 2.1717 2.7246 -0.0015
C -0.9196 1.5809 -4.2239 0.0000
C 0.4314 1.0691 -3.7237 0.0009
S 0.5035 -0.0494 -2.3198 0.0114
C -0.3638 -1.5095 -2.9056 -0.0021
C -1.8986 -1.4939 -2.9963 -0.0017
S -2.7861 -0.8206 -1.5690 0.0008
C -4.0244 0.2197 -2.3627 -0.0001
C -3.5771 1.2759 -3.3812 0.0001
S -2.0852 2.2340 -2.9906 -0.0001
H -1.4346 0.7789 -4.7469 0.0001
H -0.7360 2.3702 -4.9545 0.0001
H 1.0655 1.9044 -3.4178 -0.0001
H 0.9241 0.5887 -4.5749 0.0003
H -0.0447 -2.2776 -2.1991 0.0029
H 0.0309 -1.7702 -3.8927 -0.0005
H -2.2267 -2.5235 -3.1327 0.0000
H -2.2213 -0.9297 -3.8700 0.0000
H -4.5097 0.7057 -1.5137 0.0000
H -4.7867 -0.4014 -2.8413 0.0000
H -4.3908 1.9917 -3.5101 0.0000
H -3.4188 0.8244 -4.3596 0.0000
O 2.1639 -3.1014 1.0262 -0.0135
N 2.5973 -3.0182 -0.1320 -0.0031
O 2.3260 -1.9044 -0.6592 0.0099
```